No. 1
# C5H10N2O

C5H10N2O in the gas phase in a non-equilibrium geometry (ωB97M-V/def2-TZVPD, the Open Molecules 2025 dataset).

## Properties
Structure (SMILES): [H]/N=C(/OC)[C@@H](C)N=C
HOMO level: -9.2577 eV
LUMO energy: 0.9804 eV

Structure (XYZ):
```
18
Properties=species:S:1:pos:R:3:lowdin_charge:R:1
O -1.663 -0.109 0.771 -0.156
N -0.502 1.506 -0.611 0.205
N 1.881 0.510 0.932 0.023
C 2.598 0.970 0.019 -0.112
C -2.815 0.012 -0.035 -0.124
C 0.537 -0.362 0.752 -0.275
C -0.438 0.617 0.243 -0.345
C 0.761 -1.539 -0.188 -0.041
H -2.689 -0.513 -0.988 0.086
H -0.049 -2.252 -0.051 0.083
H 0.378 1.898 -0.940 0.060
H 0.775 -1.229 -1.231 0.082
H -3.035 1.062 -0.255 0.076
H 3.476 1.557 0.279 0.063
H 1.714 -2.008 0.053 0.081
H 0.333 -0.651 1.782 0.135
H 2.391 0.926 -1.064 0.073
H -3.653 -0.394 0.533 0.085
```

No. 2
# C4H14O3

5 unconnected molecules or ions with the total composition C4H14O3 in a non-equilibrium geometry (ωB97M-V/def2-TZVPD, the Open Molecules 2025 dataset).

## Properties
HOMO level: -8.3580 eV
LUMO energy: -3.3225 eV

Structure (XYZ):
```
21
Properties=species:S:1:pos:R:3:lowdin_charge:R:1
O -1.188 -0.995 -1.262 -0.103
O 0.547 -3.253 0.449 -0.101
O -2.980 0.362 0.065 -0.308
C -1.163 2.190 0.001 -0.052
C 2.151 0.285 -0.063 -0.091
C 1.071 1.071 0.515 -0.069
C -0.090 1.242 -0.214 -0.091
H -1.855 -0.602 -0.657 -0.028
H 1.133 -2.446 0.483 -0.046
H 1.056 1.499 1.516 0.125
H -3.911 0.174 -0.158 0.002
H 2.477 -1.776 0.776 0.184
H 3.108 0.786 0.032 0.105
H -0.931 -1.822 -0.826 0.026
H -2.108 1.442 0.026 0.040
H 1.154 -3.792 0.987 0.038
H -1.301 2.848 -0.863 0.104
H 1.928 0.068 -1.101 0.106
H 2.247 -0.707 0.485 -0.022
H -1.162 2.832 0.894 0.091
H -0.184 0.594 -1.085 0.089
```

No. 3
# C35H46Cl2N3PSc

A molecular structure, C35H46Cl2N3PSc in a non-equilibrium geometry (ωB97M-V/def2-TZVPD, the Open Molecules 2025 dataset).

## Properties
Total charge: -1
HOMO level (alpha / beta): -1.9648 / -1.9653 eV
LUMO energy (alpha / beta): 1.3913 / 1.3914 eV

Structure (XYZ):
```
88
Properties=species:S:1:pos:R:3:lowdin_charge:R:1
Sc -0.064 -0.354 1.198 0.119
Cl 2.294 -0.104 0.835 -0.059
Cl -1.577 -2.124 1.070 0.007
P 0.111 -0.792 -1.665 1.057
N -0.040 1.363 12.032 0.140
N 0.286 -0.662 5.568 -0.016
N 0.338 -0.507 3.365 -0.051
C 0.197 4.550 0.417 -0.136
C -1.506 -4.511 -2.864 -0.200
C -0.060 0.976 10.925 -0.180
C -1.406 5.051 2.186 -0.163
C 1.111 -3.390 -2.078 -0.212
C -1.384 -3.204 -2.072 -0.242
C -2.521 0.700 -4.634 -0.204
C 1.954 -0.800 -4.031 -0.207
C 3.333 -0.357 -4.537 -0.202
C -0.565 0.873 7.229 0.012
C -1.296 1.353 1.644 -0.262
C 1.826 1.294 -2.600 -0.220
C -0.534 5.480 1.176 -0.178
C 0.546 -0.716 9.248 -0.017
C 0.616 -1.149 7.918 0.007
C 3.536 1.157 -4.469 -0.211
C 0.879 -1.830 5.081 -0.033
C -0.287 -5.424 -2.684 -0.210
C -0.663 1.275 8.557 -0.011
C -2.896 2.048 -4.012 -0.210
C -0.078 -2.484 -2.423 -0.468
C 0.062 3.186 0.659 -0.101
C -1.597 3.703 2.422 -0.107
C -0.937 2.710 1.596 -0.400
C 3.236 1.693 -3.065 -0.195
C -2.931 1.986 -2.482 -0.192
C -1.618 1.439 -1.906 -0.218
C -0.062 0.507 9.562 -0.243
C -0.008 0.127 4.491 -0.050
C 1.034 -4.679 -2.904 -0.204
C 0.091 -0.323 6.918 -0.167
C -1.335 0.057 -2.515 -0.427
C -1.233 0.129 -4.040 -0.216
C 0.950 -1.704 3.732 -0.123
C 1.673 -0.236 -2.625 -0.430
H 1.064 -3.624 -1.004 0.122
H -2.188 -0.597 -2.265 0.102
H 4.092 -0.844 -3.912 0.113
H 1.081 1.770 -3.256 0.100
H -2.120 1.162 2.351 -0.010
H 1.122 -2.084 7.678 0.105
H -3.141 2.974 -2.056 0.113
H 3.348 2.784 -3.030 0.109
H 1.880 -5.330 -2.658 0.105
H -1.672 1.395 -0.805 0.066
H 1.119 -4.422 -3.969 0.110
H 2.077 -2.894 -2.248 0.097
H -3.326 -0.024 -4.454 0.112
H 1.918 -1.896 -4.041 0.089
H -0.299 -5.839 -1.667 0.112
H 4.565 1.410 -4.749 0.102
H 0.872 4.891 -0.364 0.082
H 2.444 -0.640 -1.944 0.067
H -0.093 -2.304 -3.509 0.087
H -1.372 -3.417 -0.996 0.022
H 3.484 -0.713 -5.562 0.104
H -1.177 2.202 8.803 0.126
H 1.211 -2.620 5.723 0.103
H -3.736 1.310 -2.163 0.114
H -0.384 0.768 -4.314 0.094
H 0.672 2.442 0.135 0.051
H -0.354 -6.271 -3.375 0.100
H -0.791 2.126 -2.142 0.103
H 3.951 1.264 -2.350 0.116
H 0.991 -1.315 10.043 0.122
H -1.938 5.784 2.794 0.081
H -0.981 1.490 6.434 0.113
H -2.265 -2.571 -2.245 0.100
H -1.036 -0.859 -4.478 0.099
H -2.284 3.341 3.194 0.081
H -3.873 2.370 -4.389 0.100
H -0.430 6.545 0.985 0.064
H -0.412 1.130 4.607 0.137
H 1.398 -2.367 3.014 0.102
H 2.866 1.649 -5.187 0.111
H -2.157 2.800 -4.318 0.111
H 1.184 -0.465 -4.741 0.098
H -2.404 0.801 -5.718 0.103
H -2.420 -5.037 -2.562 0.106
H -1.610 -4.257 -3.928 0.109
H 1.648 1.679 -1.585 0.077
```

No. 4
# C5H8S2

A molecular structure, C5H8S2 in a non-equilibrium geometry (ωB97M-V/def2-TZVPD, the Open Molecules 2025 dataset).

## Properties
HOMO level: -7.9177 eV
LUMO energy: -1.3124 eV

Structure (XYZ):
```
15
Properties=species:S:1:pos:R:3:lowdin_charge:R:1
S 0.067 1.836 0.076 0.544
S 1.819 -0.255 -0.423 0.692
C -2.132 -0.925 -0.442 -0.284
C 1.712 -1.154 1.061 -0.511
C -2.838 -0.146 0.573 -0.175
C 0.179 0.100 -0.328 -1.083
C -0.831 -0.858 -0.597 -0.298
H -2.149 -0.394 1.712 0.162
H 2.999 -1.143 1.249 0.090
H -4.180 -0.603 0.791 0.163
H -2.680 1.152 -0.024 0.163
H 1.023 -0.397 1.783 0.087
H -2.615 -1.886 -0.950 0.149
H -0.421 -1.541 -1.423 0.130
H 1.311 -2.592 0.817 0.170
```

No. 5
# C5H10O3Y

A molecular structure, C5H10O3Y in a non-equilibrium geometry (ωB97M-V/def2-TZVPD, the Open Molecules 2025 dataset).

## Properties
HOMO level (alpha / beta): -6.9096 / -6.7505 eV
LUMO energy (alpha / beta): -1.0529 / -2.0491 eV
2S+1: 2

Structure (XYZ):
```
19
Properties=species:S:1:pos:R:3:mulliken_spin:R:1
Y 0.408 -1.822 0.693 1.104
O 1.294 -0.696 -0.883 -0.147
O -3.712 0.404 0.685 0.075
O -0.133 0.236 1.241 -0.059
C 1.961 -1.105 -2.049 -0.031
C 0.596 1.190 0.340 -0.004
C -2.467 -0.101 0.525 0.007
C 1.780 0.562 -0.269 0.026
C -1.495 0.558 1.516 0.009
H -1.593 1.655 1.540 -0.001
H -2.289 -1.211 0.683 0.002
H 3.030 -1.279 -1.848 0.004
H 0.886 2.050 0.962 -0.003
H 2.492 0.251 0.523 0.011
H 1.867 -0.333 -2.827 -0.002
H 1.501 -2.040 -2.397 0.022
H -2.251 -0.050 -0.577 -0.007
H -0.155 1.509 -0.398 -0.004
H -1.722 0.224 2.541 -0.003
```

Total energy (computed, eV): -10372.52920; -10509.79246; -96551.57043; -26976.51652; -12525.16803